Record 1
Formula: C15H25AsFeN4S4
Source: the Open Molecules 2025 dataset
Level of theory: ωB97M-V with the def2-TZVPD basis set

```
50
Properties=species:S:1:pos:R:3:forces:R:3:nbo_charge:R:1
Fe -0.220421 0.945977 0.668325 0.539 -0.514 0.135 0.52
C 3.800913 0.641432 -0.694564 0.019 -0.019 -0.006 -0.68
C 2.319482 0.620056 -0.492259 -0.119 -0.150 -0.778 0.21
N 1.727185 0.947030 0.590415 -0.061 -0.040 0.547 -0.17
N 2.455979 1.240242 1.701725 -0.302 0.158 -0.005 -0.43
C 1.806462 1.418546 2.896135 0.357 0.072 -0.203 0.25
N 2.662260 1.587934 3.943027 -0.032 0.123 0.100 -0.79
S 0.172233 1.410937 3.054515 -0.331 -0.050 -0.299 0.04
C 1.376504 0.159436 -1.549318 0.535 0.247 0.378 0.17
C 1.784989 -0.365523 -2.760612 -0.048 -0.140 -0.324 -0.24
C 0.817339 -0.823482 -3.648751 0.245 0.076 0.015 -0.17
C -0.514686 -0.736854 -3.294670 -0.135 0.050 0.096 -0.26
C -0.844063 -0.192638 -2.058001 0.005 0.033 -0.165 0.07
N 0.085107 0.236566 -1.212444 -0.368 0.186 0.300 -0.41
H 4.254287 1.496426 -0.190355 -0.002 -0.001 0.010 0.23
H 4.046269 0.743736 -1.748503 -0.010 -0.011 0.000 0.24
H 4.272534 -0.274926 -0.327870 -0.003 0.012 0.024 0.23
H 3.459005 1.157910 1.672729 0.039 -0.090 0.000 0.39
H 3.566199 1.999189 3.769979 0.007 0.003 -0.012 0.38
H 2.213845 1.900069 4.789224 0.022 -0.038 0.025 0.41
H 2.833766 -0.427848 -3.012380 -0.008 -0.001 -0.020 0.22
H 1.109578 -1.235945 -4.605883 0.008 -0.007 0.009 0.22
H -1.297023 -1.079206 -3.958418 -0.001 0.029 0.003 0.23
H -1.865268 -0.075614 -1.706831 0.014 0.023 0.014 0.25
C -4.386033 2.888838 0.541577 0.037 -0.009 0.006 -0.64
C -2.903277 2.597132 0.455010 -0.123 -0.244 -0.013 -0.19
S -2.456010 0.893752 0.644461 -0.445 -0.034 0.127 -0.35
C -1.980234 3.537466 0.247460 0.222 0.234 -0.071 -0.18
C -2.300563 5.002094 0.107446 0.028 -0.026 -0.003 -0.64
S -0.255343 3.152242 0.115258 -0.054 -0.165 -0.015 -0.31
H -4.942864 1.961107 0.667865 0.014 0.007 -0.002 0.22
H -4.757229 3.381083 -0.361487 0.005 0.000 0.006 0.20
H -4.624391 3.534328 1.391480 0.009 -0.007 -0.004 0.21
H -3.375093 5.185818 0.094557 0.013 0.004 -0.002 0.20
H -1.871369 5.406499 -0.814140 -0.014 -0.025 0.017 0.21
H -1.866839 5.573489 0.934143 -0.007 -0.022 -0.015 0.21
C 0.700695 -3.583392 -1.119900 0.052 0.002 -0.097 -0.98
As -0.213857 -3.344525 0.553198 -0.176 0.057 -0.178 1.49
C -2.054716 -3.691643 0.134508 -0.088 -0.012 -0.020 -0.98
C 0.345094 -4.832576 1.625418 0.056 -0.024 0.125 -0.97
S 0.136863 -1.557588 1.555356 0.102 0.325 0.281 -0.63
H 0.555616 -4.606514 -1.466900 0.008 0.013 -0.035 0.24
H 1.759904 -3.384435 -0.972680 0.020 -0.003 -0.010 0.24
H 0.296411 -2.880877 -1.847650 0.034 -0.020 0.029 0.25
H -2.171487 -4.729881 -0.175778 -0.021 0.015 -0.015 0.23
H -2.366054 -3.022439 -0.665029 -0.025 0.042 0.022 0.25
H -2.650790 -3.488830 1.020882 -0.028 0.012 -0.001 0.26
H 0.122064 -5.776111 1.129938 -0.005 0.004 -0.015 0.23
H -0.176914 -4.769189 2.577167 -0.006 -0.042 0.027 0.25
H 1.413941 -4.739296 1.802624 0.026 -0.033 0.015 0.25
```
Positions in Å, forces in eV/Å.

E_HOMO (alpha / beta) in eV: -5.001 / -5.032
E in eV: -160488.09157
ΔE to the lowest compared entry with this formula, charge and spin in kJ/mol: 38.9
Largest force on an atom in hartree/bohr: 0.0156



Record 2
Formula: C15H25BBrO2
Source: the Open Molecules 2025 dataset
Level of theory: ωB97M-V with the def2-TZVPD basis set

```
44
Properties=species:S:1:pos:R:3:forces:R:3:nbo_charge:R:1
Br 3.757302 -0.233948 -0.507047 0.404 -0.084 -0.258 -0.16
C 4.831447 1.461143 -0.829024 -0.599 1.687 -0.034 0.09
C 4.917813 1.874990 -2.424823 -1.665 0.120 0.015 -0.12
O 4.302791 3.197085 -2.406892 1.932 -0.870 -0.766 -0.72
B 3.270322 3.007186 -1.372598 -0.843 -0.389 -1.130 0.59
C 2.091688 4.130460 -1.158867 -1.874 0.315 0.498 -0.70
C 0.694472 3.303683 -1.077919 -0.886 -0.327 -0.018 0.10
C 0.216144 2.792770 0.303319 -2.541 -0.951 -4.089 -0.27
C -1.104916 1.964498 0.331482 1.209 1.123 -2.761 -0.22
C -1.904995 1.669713 -0.989375 3.143 1.982 -0.038 -0.30
C -1.360919 2.221008 -2.358316 2.109 0.908 2.645 -0.22
C -0.046104 3.054036 -2.423685 -1.866 -1.862 3.980 -0.26
O 4.055207 2.520628 -0.221298 2.171 -2.160 -0.345 -0.70
H 5.825298 1.188949 -0.339581 -1.477 0.803 -0.461 0.19
H 5.938195 1.771857 -2.928242 -1.002 0.722 1.116 0.17
H 4.222034 1.223697 -3.075826 0.923 0.516 1.310 0.18
H 2.639989 2.079478 -1.829879 -0.460 -0.684 0.047 -0.16
H 1.961750 4.843943 -2.051539 0.433 -0.946 1.286 0.21
H 2.175468 4.746817 -0.198342 -0.097 -0.609 -1.233 0.20
H 0.860500 3.031240 1.208036 -1.123 -0.495 -1.298 0.23
H -1.481856 1.558805 1.343322 0.562 0.672 -1.892 0.21
H -2.877928 1.053311 -0.949772 1.808 1.146 -0.087 0.21
H -1.893722 2.039004 -3.351828 0.606 0.107 1.734 0.21
H 0.408764 3.449661 -3.404683 -0.905 -0.772 1.812 0.23
C -4.251878 -3.290802 2.578467 -0.086 0.161 0.051 -0.61
C -3.647519 -2.823799 1.260622 -0.017 -0.133 -0.048 -0.40
C -2.490921 -3.702419 0.782211 0.089 0.083 -0.154 -0.40
C -1.273550 -3.743417 1.710657 -0.061 -0.021 0.161 -0.40
C -0.639245 -2.385272 2.015588 0.111 -0.116 -0.087 -0.40
C -0.088305 -1.686821 0.780125 -0.010 0.149 0.089 -0.61
H -3.525446 -3.249240 3.393522 -0.044 -0.036 -0.034 0.20
H -5.094370 -2.650267 2.853904 0.032 -0.089 0.051 0.20
H -4.620800 -4.317156 2.495824 0.046 0.024 0.042 0.19
H -3.326239 -1.782097 1.352233 0.043 -0.047 -0.033 0.20
H -4.431394 -2.836220 0.495668 0.065 0.046 0.009 0.20
H -2.179683 -3.361415 -0.211488 0.008 -0.018 0.089 0.21
H -2.855538 -4.727255 0.645329 -0.030 0.030 0.017 0.19
H -0.516686 -4.395021 1.258314 -0.024 0.061 0.015 0.20
H -1.552634 -4.221235 2.656419 -0.021 -0.026 -0.042 0.19
H 0.182616 -2.538339 2.723723 -0.095 0.002 0.012 0.20
H -1.358476 -1.730490 2.518577 -0.018 -0.052 0.010 0.19
H 0.665357 -2.306153 0.286003 -0.041 0.052 -0.006 0.20
H 0.382683 -0.741452 1.059739 0.001 -0.059 -0.180 0.23
H -0.876717 -1.461145 0.057940 0.087 0.035 0.007 0.20
```
Positions in Å, forces in eV/Å.

E_HOMO in eV: -4.509
E in eV: -90772.70420
Charge: -1
Largest force on an atom in hartree/bohr: 0.0954



Record 3
Formula: C15H25BClO5
Source: the Open Molecules 2025 dataset
Level of theory: ωB97M-V with the def2-TZVPD basis set

```
47
Properties=species:S:1:pos:R:3:forces:R:3:nbo_charge:R:1
C -0.377560 2.725525 0.610970 0.286 -0.561 -0.217 -0.28
C 0.325361 1.790453 0.334029 -0.052 0.301 -0.028 0.02
C 1.168924 0.647888 -0.011174 -0.033 -0.286 -0.028 -0.48
C 0.474668 -0.696015 0.266911 -0.019 0.121 0.107 -0.38
C -0.541283 -1.060740 -0.816303 0.254 -0.142 0.106 -0.42
C -1.673088 -1.944658 -0.329261 -0.105 -0.277 -0.354 0.10
O -1.191846 -3.064156 0.379279 -0.176 -0.158 0.041 -0.75
B -2.339045 -3.538343 1.209272 0.177 0.640 0.183 0.63
Cl -2.935652 -5.261298 0.660559 -0.122 -0.219 -0.125 -0.40
O -3.416512 -2.535063 0.974203 0.115 -0.156 0.253 -0.74
C -2.680570 -1.382465 0.662238 0.417 0.227 0.106 0.08
C -3.526548 -0.180821 0.290150 -0.195 -0.320 0.020 -0.40
C -4.485975 -0.388891 -0.886749 0.101 0.221 -0.203 -0.24
C -5.734713 0.488117 -0.712336 0.183 0.116 0.175 -0.60
C -3.809807 -0.051470 -2.220105 -0.133 0.007 0.131 -0.60
H -1.037930 3.523254 0.801509 -0.193 0.306 0.146 0.22
H 2.112317 0.700473 0.535230 -0.003 0.136 0.052 0.22
H 1.421943 0.698065 -1.073947 0.070 0.115 0.011 0.23
H 1.235159 -1.473310 0.340831 -0.044 -0.061 -0.015 0.21
H -0.011623 -0.653952 1.242057 0.026 0.002 0.006 0.21
H -0.936805 -0.153417 -1.288215 -0.095 -0.037 0.123 0.20
H -0.019207 -1.617759 -1.601601 0.016 0.096 -0.066 0.20
H -2.230296 -2.306957 -1.211220 -0.047 0.168 -0.007 0.15
H -2.022826 -3.600654 2.393924 -0.030 -0.197 -0.131 -0.15
H -2.072282 -1.093707 1.541780 -0.141 0.127 0.016 0.15
H -4.112810 0.080115 1.177275 0.023 -0.029 0.026 0.20
H -2.853016 0.664458 0.096760 -0.088 0.020 -0.020 0.20
H -4.766724 -1.444650 -0.887095 -0.076 0.016 -0.031 0.22
H -5.467584 1.400001 -0.167447 -0.019 0.035 -0.087 0.19
H -6.502848 -0.013784 -0.122245 -0.030 -0.015 -0.046 0.21
H -6.150853 0.803975 -1.670983 -0.150 -0.152 -0.002 0.19
H -4.523263 -0.135268 -3.043760 0.051 -0.098 -0.049 0.19
H -2.962244 -0.707782 -2.416526 -0.016 0.082 -0.056 0.21
H -3.457941 0.985474 -2.201866 0.073 -0.024 -0.021 0.19
C 6.108634 -0.183105 0.896622 -0.153 -0.011 0.045 -0.63
C 6.085140 1.172712 0.242740 0.035 -0.054 0.038 0.07
C 6.199785 2.369025 1.164536 0.004 0.018 0.028 -0.09
O 5.515385 3.384943 0.423919 0.000 0.004 0.023 -0.50
C 4.594363 2.768767 -0.364902 -0.105 -0.130 0.079 0.97
O 3.726432 3.315609 -0.955941 0.059 0.104 -0.059 -0.56
O 4.806917 1.429251 -0.363172 0.044 0.032 -0.087 -0.50
H 5.791358 -0.948704 0.190352 0.054 0.002 -0.029 0.24
H 7.118366 -0.418228 1.234014 0.005 0.005 0.011 0.22
H 5.432973 -0.214996 1.751937 -0.006 0.012 -0.005 0.22
H 6.838560 1.235394 -0.549039 0.005 -0.013 -0.003 0.18
H 7.220114 2.681976 1.369591 -0.007 0.078 -0.079 0.20
H 5.664448 2.204740 2.103210 0.038 -0.052 0.022 0.18
```
Positions in Å, forces in eV/Å.

E_HOMO in eV: -4.699
E in eV: -39399.87669
Charge: -1
Largest force on an atom in hartree/bohr: 0.0134